(1)
{
  "formula": "C38H32BBrCl65F9NO6PS",
  "method": "ωB97M-V with the def2-TZVPD basis set",
  "symbols": ["C", "C", "B", "O", "C", "O", "C", "C", "C", "C", "C", "C", "C", "O", "C", "C", "O", "C", "C", "O", "Cl", "C", "F", "F", "C", "F", "F", "F", "P", "S", "C", "C", "N", "C", "C", "O", "Br", "C", "F", "F", "C", "F", "F", "H", "H", "H", "H", "H", "H", "H", "H", "H", "H", "H", "H", "H", "H", "H", "H", "H", "H", "H", "H", "H", "H", "H", "H", "H", "H", "H", "H", "H", "H", "H", "H", "C", "Cl", "Cl", "Cl", "Cl", "C", "Cl", "Cl", "Cl", "Cl", "C", "Cl", "Cl", "Cl", "Cl", "C", "Cl", "Cl", "Cl", "Cl", "C", "Cl", "Cl", "Cl", "Cl", "C", "Cl", "Cl", "Cl", "Cl", "C", "Cl", "Cl", "Cl", "Cl", "C", "Cl", "Cl", "Cl", "Cl", "C", "Cl", "Cl", "Cl", "Cl", "C", "Cl", "Cl", "Cl", "Cl", "C", "Cl", "Cl", "Cl", "Cl", "C", "Cl", "Cl", "Cl", "Cl", "C", "Cl", "Cl", "Cl", "Cl", "C", "Cl", "Cl", "Cl", "Cl", "C", "Cl", "Cl", "Cl", "Cl", "C", "Cl", "Cl", "Cl", "Cl"],
  "positions_angstrom": [[-5.774, -2.600, 3.766], [-4.934, -3.208, 2.519], [-4.583, -2.065, 1.377], [-5.798, -1.728, 0.640], [-3.111, -1.486, 1.035], [-2.869, -0.147, 0.740], [-3.390, 1.040, 1.233], [-3.327, 1.212, 2.813], [-1.975, 1.466, 3.567], [-0.587, 1.273, 2.813], [0.556, 0.520, 3.690], [1.876, 0.290, 2.788], [2.649, -1.091, 3.056], [1.795, -2.225, 3.394], [2.605, -3.083, 4.220], [3.497, -4.267, 3.574], [2.674, -2.944, 5.468], [-2.578, 2.189, 0.388], [-2.188, 3.538, 1.077], [-1.114, 4.074, 0.665], [-3.019, 4.542, 2.341], [-4.946, 1.413, 0.874], [-5.187, 2.838, 0.997], [-5.869, 0.901, 1.863], [-5.449, 1.107, -0.599], [-6.835, 0.737, -0.512], [-5.477, 2.311, -1.382], [-4.791, 0.156, -1.361], [-1.767, -2.058, 2.318], [-2.261, -1.941, 4.178], [-2.637, -2.293, -0.341], [-1.015, -2.327, -0.498], [-3.360, -3.511, -0.691], [-3.030, -4.771, -0.001], [-1.738, -5.586, -0.442], [-1.463, -6.089, -1.541], [-0.365, -5.924, 1.001], [-3.579, -3.744, -2.115], [-2.374, -3.655, -2.917], [-4.071, -5.069, -2.411], [-4.617, -2.784, -2.867], [-3.942, -1.636, -3.435], [-5.784, -2.463, -2.147], [-6.667, -3.284, 3.994], [-5.100, -2.583, 4.690], [-6.171, -1.573, 3.464], [-4.019, -3.795, 2.863], [-5.629, -3.979, 2.004], [-6.536, -1.624, 1.282], [-4.044, 2.079, 3.087], [-3.842, 0.279, 3.271], [-1.980, 2.554, 3.967], [-1.920, 0.849, 4.546], [-0.147, 2.327, 2.623], [-0.683, 0.819, 1.752], [0.864, 1.288, 4.499], [0.174, -0.414, 4.218], [1.670, 0.366, 1.654], [2.640, 1.131, 3.001], [3.199, -1.383, 2.079], [3.494, -0.982, 3.840], [4.477, -4.448, 4.167], [3.806, -4.024, 2.501], [2.925, -5.254, 3.578], [-1.591, 1.706, 0.025], [-3.116, 2.454, -0.603], [-0.521, -1.353, 2.067], [-1.371, -3.438, 2.087], [-2.914, -1.530, -1.174], [-0.693, -2.400, -1.607], [-0.514, -3.201, 0.026], [-0.575, -1.310, -0.165], [-3.905, -5.531, 0.009], [-2.930, -4.523, 1.124], [-4.974, -3.369, -3.797], [-6.814, 5.729, -2.623], [-5.874, 7.144, -3.140], [-6.822, 4.516, -3.922], [-6.070, 5.028, -1.173], [-8.483, 6.225, -2.263], [4.425, -1.121, -1.313], [5.246, -1.279, 0.255], [2.768, -0.530, -1.059], [5.314, 0.030, -2.333], [4.372, -2.706, -2.114], [-2.005, 7.556, -5.165], [-1.196, 7.427, -3.582], [-3.286, 6.331, -5.266], [-2.716, 9.175, -5.334], [-0.830, 7.288, -6.469], [3.338, 6.389, -4.804], [4.311, 7.797, -5.301], [3.353, 5.174, -6.100], [4.013, 5.680, -3.322], [1.667, 6.907, -4.497], [5.945, -3.390, 6.846], [7.534, -3.473, 7.638], [5.946, -2.068, 5.658], [5.605, -4.925, 6.021], [4.691, -3.091, 8.062], [2.485, 4.470, 1.544], [4.064, 4.401, 2.356], [2.495, 5.774, 0.339], [2.169, 2.919, 0.736], [1.215, 4.784, 2.746], [8.051, 7.531, -2.440], [7.915, 9.008, -1.460], [9.557, 7.582, -3.382], [8.068, 6.111, -1.371], [6.664, 7.423, -3.545], [7.534, -2.374, -4.476], [5.869, -2.680, -5.018], [7.983, -0.699, -4.861], [7.646, -2.628, -2.721], [8.639, -3.490, -5.307], [-2.185, -5.886, -6.102], [-3.843, -6.181, -6.672], [-1.725, -4.209, -6.467], [-2.107, -6.152, -4.349], [-1.069, -7.000, -6.924], [1.150, -1.079, -6.839], [-0.466, -1.309, -6.138], [2.253, -2.318, -6.206], [1.051, -1.224, -8.607], [1.759, 0.533, -6.410], [1.302, 1.937, 8.055], [2.483, 3.242, 7.812], [-0.218, 2.354, 7.232], [1.943, 0.424, 7.382], [0.997, 1.730, 9.793], [4.327, -5.966, -7.498], [4.783, -6.893, -8.944], [3.319, -4.582, -7.972], [3.415, -7.011, -6.387], [5.792, -5.373, -6.688], [7.496, -6.826, 9.635], [5.947, -5.959, 9.599], [7.916, -7.356, 7.992], [8.766, -5.746, 10.250], [7.358, -8.243, 10.697], [-9.855, 4.074, 0.832], [-11.497, 3.799, 0.209], [-9.355, 5.739, 0.463], [-9.840, 3.827, 2.592], [-8.733, 2.933, 0.065], [-5.444, 1.655, -7.107], [-4.401, 0.658, -6.070], [-6.573, 2.580, -6.094], [-4.442, 2.777, -8.053], [-6.360, 0.605, -8.209], [11.603, 5.947, 0.616], [12.138, 4.999, -0.788], [10.640, 7.332, 0.062], [10.611, 4.924, 1.678], [13.021, 6.531, 1.512]],
  "lowdin_charge": [-0.11, -0.20, -0.39, 0.06, -0.37, -0.10, -0.31, -0.13, -0.21, -0.22, -0.19, -0.18, -0.19, -0.10, -0.39, -0.02, 0.01, -0.01, -0.64, -0.08, 0.68, -0.18, -0.01, 0.04, -0.31, 0.03, -0.01, 0.13, 0.51, 0.28, -0.23, -0.07, -0.02, -0.13, -0.63, -0.05, 0.66, -0.31, -0.01, 0.01, -0.15, -0.02, 0.05, 0.08, 0.06, 0.07, 0.06, 0.12, 0.11, 0.11, 0.11, 0.09, 0.08, 0.06, 0.09, 0.09, 0.07, 0.05, 0.11, 0.07, 0.13, -0.02, 0.08, 0.09, 0.15, 0.15, 0.00, -0.04, 0.16, 0.10, 0.04, 0.08, 0.17, 0.09, 0.19, -1.97, 0.51, 0.48, 0.55, 0.49, -2.00, 0.54, 0.52, 0.52, 0.49, -2.00, 0.49, 0.50, 0.52, 0.50, -1.99, 0.50, 0.52, 0.49, 0.47, -1.98, 0.51, 0.54, 0.57, 0.53, -2.00, 0.52, 0.52, 0.55, 0.55, -2.01, 0.52, 0.51, 0.49, 0.46, -2.00, 0.45, 0.52, 0.50, 0.52, -2.00, 0.51, 0.49, 0.59, 0.52, -2.01, 0.49, 0.48, 0.53, 0.52, -2.03, 0.51, 0.51, 0.52, 0.52, -2.01, 0.52, 0.49, 0.52, 0.48, -2.02, 0.50, 0.51, 0.51, 0.52, -2.00, 0.52, 0.48, 0.52, 0.55, -2.02, 0.52, 0.48, 0.52, 0.52, -2.02, 0.51, 0.48, 0.51, 0.52],
  "spin_multiplicity": 1,
  "total_energy_ev": -982946.6168,
  "gap_ev": 8.47
}


(2)
{
  "formula": "C38H32Br2HfN7O3",
  "method": "ωB97M-V with the def2-TZVPD basis set",
  "symbols": ["Hf", "O", "C", "N", "C", "C", "C", "C", "C", "C", "N", "C", "O", "C", "C", "C", "C", "C", "N", "C", "C", "C", "C", "C", "N", "H", "H", "H", "H", "H", "H", "H", "H", "H", "H", "H", "H", "Br", "C", "C", "C", "C", "C", "C", "N", "C", "C", "C", "C", "C", "C", "N", "H", "H", "H", "H", "H", "H", "H", "H", "H", "C", "C", "C", "O", "H", "H", "H", "H", "H", "H", "H", "Br", "C", "C", "C", "N", "C", "C", "H", "H", "H", "H"],
  "positions_angstrom": [[0.303, -0.391, 0.272], [-3.479, 0.134, 2.025], [-2.472, -0.486, 1.709], [-1.183, -0.090, 1.786], [-0.760, 0.858, 2.725], [-1.554, 1.658, 3.546], [-0.962, 2.456, 4.511], [0.413, 2.479, 4.670], [1.217, 1.676, 3.879], [0.640, 0.875, 2.904], [1.383, 0.035, 2.045], [2.342, -0.722, 2.611], [2.676, -0.756, 3.784], [3.063, -1.566, 1.594], [4.249, -2.182, 1.984], [4.961, -2.918, 1.055], [4.478, -2.956, -0.245], [3.285, -2.316, -0.536], [2.549, -1.656, 0.362], [-2.577, -1.905, 1.219], [-3.818, -2.539, 1.214], [-3.889, -3.875, 0.861], [-2.703, -4.535, 0.574], [-1.511, -3.835, 0.661], [-1.429, -2.537, 0.943], [-2.625, 1.632, 3.441], [-1.587, 3.054, 5.155], [0.868, 3.109, 5.416], [2.285, 1.650, 4.036], [4.569, -2.062, 3.008], [5.867, -3.435, 1.328], [5.009, -3.480, -1.025], [2.900, -2.331, -1.545], [-4.688, -1.968, 1.501], [-4.832, -4.399, 0.829], [-2.694, -5.579, 0.296], [-0.574, -4.352, 0.492], [-5.530, 4.904, -0.460], [-4.372, 3.428, -0.657], [-4.511, 2.587, -1.756], [-3.681, 1.497, -1.896], [-2.658, 1.234, -0.968], [-2.533, 2.110, 0.123], [-3.387, 3.179, 0.290], [-1.754, 0.169, -1.065], [-1.792, -0.611, -2.090], [-0.953, -1.772, -2.280], [-1.046, -2.472, -3.489], [-0.267, -3.594, -3.692], [0.557, -4.013, -2.657], [0.579, -3.272, -1.483], [-0.129, -2.167, -1.295], [-5.273, 2.786, -2.495], [-3.847, 0.856, -2.748], [-1.752, 1.951, 0.850], [-3.301, 3.815, 1.158], [-2.498, -0.452, -2.904], [-1.723, -2.132, -4.257], [-0.304, -4.133, -4.625], [1.167, -4.895, -2.751], [1.203, -3.587, -0.655], [2.219, -0.188, -3.541], [1.985, 0.658, -2.278], [3.290, 0.907, -1.509], [1.005, 0.053, -1.485], [2.935, 0.298, -4.200], [1.275, -0.313, -4.069], [2.595, -1.174, -3.275], [1.602, 1.643, -2.614], [3.913, 0.018, -1.505], [3.043, 1.179, -0.483], [3.850, 1.721, -1.962], [1.184, 6.903, -0.177], [1.040, 5.021, -0.089], [1.773, 4.290, 0.836], [1.586, 2.919, 0.888], [0.735, 2.248, 0.108], [0.100, 2.959, -0.827], [0.203, 4.333, -0.957], [2.467, 4.773, 1.503], [2.155, 2.336, 1.596], [-0.520, 2.406, -1.519], [-0.354, 4.851, -1.720]],
  "lowdin_charge": [1.82, 0.08, -0.48, -0.09, -0.23, -0.01, -0.07, -0.07, -0.04, -0.26, -0.07, -0.46, 0.09, -0.17, 0.03, -0.02, -0.02, -0.15, 0.06, -0.19, 0.02, -0.03, -0.04, -0.13, 0.07, 0.10, 0.11, 0.11, 0.12, 0.13, 0.12, 0.12, 0.09, 0.12, 0.12, 0.11, 0.10, 0.79, -0.67, -0.11, 0.00, -0.26, -0.05, -0.08, 0.06, -0.05, -0.24, 0.02, -0.02, -0.01, -0.16, 0.00, 0.11, 0.10, 0.08, 0.12, 0.12, 0.12, 0.12, 0.12, 0.11, -0.03, -0.50, -0.04, -0.40, 0.09, 0.07, 0.06, 0.13, 0.06, 0.05, 0.09, 0.80, -0.66, -0.07, -0.12, 0.03, -0.14, -0.07, 0.11, 0.10, 0.11, 0.11],
  "total_charge": 1,
  "de_lowest_kcal_mol": 36.5,
  "spin_multiplicity": 1,
  "total_energy_ev": -197890.3197,
  "gap_ev": 5.95
}